Density functional theory data (wB97M-V/def2-TZVPD) for a molecular structure, C34H47Br4NO8PS2SiTc.

Results
- Lowest unoccupied orbital energy (alpha / beta): 4.0 / 4.0 eV
- Frontier orbital gap (alpha / beta): 5.68 / 5.87 eV
- ⟨S²⟩: 2.010
- Electronic energy: -13785.00795 Ha

```
! RIJCOSX wB97M-V def2-TZVPD def2/J DEFGRID3
* xyz -2 3
Tc -0.14 1.06 0.99
Br -3.64 1.22 7.12
C -2.70 1.72 5.55
C -2.38 3.05 5.31
Br -2.85 4.40 6.55
C -1.69 3.39 4.12
Br -1.15 5.16 3.74
C -1.35 2.43 3.18
O -0.71 2.70 2.06
C -1.66 1.06 3.43
O -1.27 0.19 2.54
C -2.33 0.74 4.61
Br -2.69 -1.10 4.88
C 0.75 5.40 -4.54
C -0.16 5.40 -3.33
O 0.33 4.48 -2.35
P -0.43 3.08 -2.10
S 0.92 2.10 -0.97
S -2.31 3.33 -1.64
O -0.29 2.49 -3.62
C -1.02 1.31 -4.01
C -0.89 1.20 -5.52
H 0.38 6.11 -5.29
H 0.78 4.40 -4.98
H 1.77 5.68 -4.25
H -1.18 5.14 -3.61
H -0.18 6.38 -2.86
H -2.06 1.41 -3.72
H -0.61 0.43 -3.51
H -1.24 2.12 -5.99
H -1.49 0.36 -5.89
H 0.15 1.04 -5.81
C -2.96 -4.03 1.60
C -1.59 -3.84 0.98
C -0.64 -3.22 2.00
C -1.04 -5.17 0.48
O -1.77 -2.98 -0.15
Si -0.81 -1.87 -0.89
O -0.49 -0.50 -0.15
O 0.55 -2.72 -1.26
C 1.88 -2.27 -1.56
C 1.84 -1.24 -2.68
C 2.65 -3.51 -2.00
C 2.54 -1.67 -0.31
O -1.62 -1.50 -2.29
C -2.48 -2.27 -3.13
C -2.53 -1.50 -4.45
C -1.91 -3.66 -3.39
C -3.89 -2.35 -2.55
H -2.89 -4.67 2.50
H -3.64 -4.50 0.89
H -3.37 -3.06 1.90
H -0.62 -3.82 2.91
H -0.98 -2.21 2.24
H 0.37 -3.17 1.58
H -0.83 -5.85 1.31
H -0.12 -4.99 -0.08
H -1.76 -5.65 -0.19
H 1.27 -1.63 -3.53
H 2.86 -1.00 -3.02
H 1.37 -0.31 -2.33
H 2.23 -3.90 -2.94
H 2.56 -4.29 -1.24
H 3.70 -3.27 -2.16
H 2.00 -0.79 0.02
H 3.57 -1.39 -0.53
H 2.53 -2.41 0.50
H -1.55 -1.50 -4.93
H -2.82 -0.46 -4.25
H -3.27 -1.95 -5.12
H -0.90 -3.58 -3.81
H -2.55 -4.21 -4.09
H -1.84 -4.22 -2.45
H -4.32 -1.34 -2.47
H -3.86 -2.79 -1.56
H -4.53 -2.96 -3.20
C 1.40 -0.26 6.10
C 1.16 -1.10 5.02
C 1.25 -0.62 3.72
C 1.56 0.72 3.46
C 1.83 1.55 4.56
C 1.74 1.07 5.86
N 1.55 1.24 2.15
C 2.64 2.09 1.85
C 2.47 3.41 1.44
C 3.56 4.21 1.12
C 4.86 3.72 1.23
C 5.05 2.42 1.68
C 3.96 1.62 1.99
H 1.31 -0.63 7.12
H 0.90 -2.14 5.18
H 1.08 -1.26 2.87
H 2.07 2.59 4.38
H 1.92 1.74 6.69
H 1.46 3.81 1.39
H 3.39 5.23 0.79
H 5.71 4.34 0.97
H 6.05 2.02 1.78
H 4.11 0.60 2.35
*
```

Atom charges from the Mulliken analysis, given in e for atoms 1 to 2:
1. Tc 0.80
2. Br -0.24